(1)
# C31H28As2F9NiPSe2Te2

A molecular structure, C31H28As2F9NiPSe2Te2 at a distorted geometry (ωB97M-V with the def2-TZVPD basis set, the Open Molecules 2025 dataset).

```
! wB97M-V def2-TZVPD RIJCOSX def2/J DEFGRID3
* xyz 0 1
Ni 0.2051 0.0509 -0.0070
Se 1.2086 -2.0046 -0.8666
Te -1.1675 -2.1553 -0.2003
Te -2.2110 0.0702 1.0960
Se -0.6884 2.0090 0.8489
C 2.7674 2.5115 0.4789
As 2.3986 0.7452 -0.2536
C 3.1586 0.8970 -2.0184
C 3.7177 -0.3148 0.7222
C 5.0463 -0.3145 0.3128
C 5.9986 -1.0512 1.0051
C 5.6254 -1.7973 2.1116
C 4.3007 -1.7945 2.5275
C 3.3419 -1.0548 1.8479
As 1.4706 -1.0067 2.3939
C 1.1787 -2.8313 3.0021
C 1.6583 -0.1522 4.1484
H 3.8033 2.7996 0.3051
H 2.5601 2.4790 1.5473
H 2.0872 3.2287 0.0202
H 4.2108 1.1668 -1.9782
H 2.6091 1.6900 -2.5242
H 3.0216 -0.0380 -2.5582
H 5.3580 0.2516 -0.5545
H 7.0266 -1.0521 0.6669
H 6.3619 -2.3778 2.6522
H 4.0101 -2.3857 3.3883
H 1.7547 -3.0556 3.8999
H 1.4482 -3.5188 2.2017
H 0.1181 -2.9456 3.2222
H 2.4234 -0.6369 4.7556
H 0.6985 -0.2095 4.6608
H 1.9159 0.8975 4.0135
F -0.7536 3.1936 -9.3348
C 0.3779 3.0627 -8.6280
F 0.8834 4.3003 -8.4590
F 1.2563 2.3986 -9.4028
C 0.1630 2.3712 -7.3132
C -1.1062 1.9836 -6.9039
C -1.2728 1.3731 -5.6720
C -0.1842 1.1464 -4.8339
C 1.0815 1.5272 -5.2676
C 1.2595 2.1406 -6.5001
P -0.3735 0.2989 -3.1662
C -1.9260 1.2124 -2.7507
C -1.7588 2.5976 -2.6720
C -2.7866 3.4247 -2.2647
C -4.0117 2.8694 -1.9228
C -4.1997 1.5032 -1.9960
C -3.1549 0.6766 -2.3879
C -5.1281 3.7219 -1.3942
F -5.3620 3.4748 -0.0905
F -4.8722 5.0341 -1.5043
F -6.2876 3.4879 -2.0376
C -0.7903 -1.3310 -3.9373
C 0.3309 -2.0490 -4.3455
C 0.2101 -3.2765 -4.9791
C -1.0502 -3.8019 -5.2056
C -2.1801 -3.0953 -4.8213
C -2.0502 -1.8656 -4.1952
C -1.2272 -5.1331 -5.8758
F -1.8398 -5.0127 -7.0691
F -0.0616 -5.7597 -6.0946
F -1.9910 -5.9626 -5.1403
H -1.9593 2.1599 -7.5438
H -2.2680 1.0747 -5.3639
H 1.9448 1.3457 -4.6393
H 2.2468 2.4437 -6.8250
H -0.7964 3.0335 -2.9166
H -2.6320 4.4917 -2.1901
H -5.1521 1.0728 -1.7130
H -3.3094 -0.3918 -2.3700
H 1.3186 -1.6439 -4.1572
H 1.0913 -3.8228 -5.2838
H -3.1644 -3.5040 -5.0110
H -2.9487 -1.3348 -3.9244
*
```

Computed properties:
- E_HOMO (alpha / beta): -7.0 / -7.0 eV
- Largest force on an atom: 1.31 eV Å⁻¹
- Kohn-Sham gap (alpha / beta): 5.6 / 5.7 eV


(2)
# C31H28AsCl2HfN7O8STe

A molecular structure, C31H28AsCl2HfN7O8STe (ωB97M-V with the def2-TZVPD basis set, the Open Molecules 2025 dataset).

```
! wB97M-V def2-TZVPD RIJCOSX def2/J DEFGRID3
* xyz -2 1
Hf -0.1789 0.4750 0.2938
Cl 5.5648 -0.1835 4.1953
C 4.5621 -0.2002 2.7667
C 3.2085 -0.4932 2.9073
C 2.3867 -0.4607 1.7938
N 1.0181 -0.7399 1.7805
C 0.5120 -1.6900 2.5756
O 1.0073 -2.2381 3.5626
C -0.8174 -2.1773 2.0608
C -1.4788 -3.2276 2.6850
C -2.6444 -3.6996 2.1164
C -3.1171 -3.1006 0.9570
C -2.4225 -2.0299 0.4260
N -1.2864 -1.5867 0.9617
C 2.9099 -0.1573 0.5024
C 4.2766 0.0880 0.3845
C 5.0805 0.0738 1.5182
Cl 6.7780 0.4461 1.3195
N 1.9478 -0.2269 -0.4929
C 2.3545 -0.5452 -1.7459
O 3.4252 -0.2717 -2.2882
C 1.4012 -1.4523 -2.4905
C 1.1827 -1.2705 -3.8536
C 0.3170 -2.1344 -4.4978
C -0.2545 -3.1704 -3.7699
C 0.0598 -3.2864 -2.4275
N 0.8634 -2.4462 -1.7860
H 2.8072 -0.7642 3.8707
H -1.0390 -3.6360 3.5833
H -3.1844 -4.5229 2.5693
H -4.0321 -3.4243 0.4795
H -2.7814 -1.4686 -0.4235
H 4.7002 0.3061 -0.5823
H 1.6339 -0.4321 -4.3603
H 0.0638 -1.9755 -5.5375
H -0.9466 -3.8679 -4.2265
H -0.3674 -4.0904 -1.8329
O -3.2458 -0.2096 -2.9521
As -1.6945 0.6714 -2.8012
O -0.9622 0.6688 -4.2475
O -1.0212 -0.2176 -1.5028
C -2.3863 2.4587 -2.4934
C -3.7128 2.6454 -2.8907
C -4.2703 3.9131 -2.8986
C -3.5085 5.0110 -2.5242
C -2.1940 4.8334 -2.1324
C -1.6387 3.5604 -2.1157
S 0.0089 3.4905 -1.4704
O 0.9068 4.1889 -2.3607
O -0.0482 4.0563 -0.1525
O 0.2981 1.9956 -1.4179
H -3.1227 -1.0436 -2.4862
H -4.3039 1.7864 -3.1712
H -5.3051 4.0434 -3.1911
H -3.9496 6.0006 -2.5248
H -1.5904 5.6709 -1.8082
C 4.4776 3.8562 0.9266
C 3.5913 3.4616 -0.2343
N 2.5301 2.6090 0.2479
C 1.9366 2.7028 1.4676
N 0.8424 2.0098 1.6858
C 0.2269 2.1229 3.0074
C 1.2386 2.3707 4.1047
C 2.0445 3.5970 3.7454
N 2.5764 3.4645 2.4049
C 3.6064 4.4119 2.0316
H 5.2182 4.5926 0.6115
H 5.0041 2.9772 1.3026
H 4.1625 2.9014 -0.9774
H 3.1756 4.3474 -0.7307
H 1.9307 2.2364 -0.4697
H -0.3426 1.2161 3.2028
H -0.5226 2.9210 2.9735
H 1.9040 1.5147 4.2244
H 0.7134 2.5308 5.0491
H 2.8979 3.7194 4.4213
H 1.4266 4.5020 3.8301
H 4.2077 4.5962 2.9264
H 3.1628 5.3731 1.7329
Te -2.6202 1.4602 1.1341
*
```

Computed properties:
- E_HOMO: -0.9 eV
- Relative energy (zero: lowest compared OMol25 entry of this formula, charge and spin): 9.6 kcal/mol
- Largest force on an atom: 0.90 eV Å⁻¹
- Kohn-Sham gap: 5.1 eV


(3)
# C31H28Br2IN5O6SiW

A molecular structure, C31H28Br2IN5O6SiW at a distorted geometry (ωB97M-V with the def2-TZVPD basis set, the Open Molecules 2025 dataset).

```
! wB97M-V def2-TZVPD RIJCOSX def2/J DEFGRID3
* xyz 0 1
W -0.8462 -0.4397 -0.1711
O 4.7229 -0.0138 -3.1361
C 3.5790 -0.0847 -2.4365
C 3.3512 -1.0337 -1.4480
C 2.1465 -1.0181 -0.7661
N 1.1743 -0.0888 -0.9932
C 1.3638 0.7546 -2.0366
C 2.5308 0.8092 -2.7541
C 0.0713 1.4415 -2.4443
O 0.0380 2.4681 -3.0886
O -0.9435 0.7537 -2.0352
C 1.7005 -2.0567 0.1937
O 2.3960 -2.9686 0.5953
O 0.4468 -1.8477 0.5355
H 5.3036 -0.7559 -2.9195
H 4.0602 -1.8144 -1.2138
H 2.6315 1.4934 -3.5796
C 1.8620 2.3135 0.9593
C 0.4713 2.6862 0.5401
C 0.1066 4.0058 0.3781
C -1.2074 4.3137 0.0183
C -2.1202 3.3042 -0.1461
C -1.7104 1.9666 0.0175
N -0.4087 1.6781 0.3444
N -2.4741 0.8618 -0.1077
Si -3.7258 0.8609 -1.3609
C -3.6145 -0.8503 -2.2020
C -3.6270 2.2259 -2.6955
C -5.4395 1.0661 -0.5401
H 2.1342 2.8722 1.8527
H 2.5696 2.5711 0.1718
H 1.9285 1.2445 1.1711
H 0.8324 4.7848 0.5367
H -1.5034 5.3419 -0.1197
H -3.1527 3.4995 -0.3686
H -2.6389 -0.9788 -2.6721
H -4.3606 -0.9257 -2.9857
H -3.7936 -1.6783 -1.5213
H -2.6104 2.5495 -2.9035
H -4.2096 3.1029 -2.4263
H -4.0434 1.8422 -3.6228
H -5.6739 0.2855 0.1740
H -6.1895 1.0325 -1.3234
H -5.5361 2.0204 -0.0304
C -3.7918 -1.1408 1.9776
C -3.1460 -2.3094 1.3009
C -3.5078 -3.5965 1.6661
C -3.0123 -4.7160 1.0133
C -2.1529 -4.5160 -0.0825
C -1.6254 -5.5238 -0.9168
Br -2.1481 -7.3220 -0.6301
C -0.7574 -5.2538 -1.9562
C -0.4055 -3.9407 -2.2204
Br 0.8060 -3.4737 -3.5965
C -0.9317 -2.8943 -1.4628
O -0.6867 -1.6179 -1.6992
C -1.7809 -3.1831 -0.3760
N -2.2224 -2.0664 0.3180
H -4.8730 -1.1855 1.8365
H -3.4278 -0.2020 1.5573
H -3.6068 -1.1596 3.0520
H -4.2046 -3.7288 2.4791
H -3.2905 -5.7124 1.3148
H -0.3480 -6.0531 -2.5540
I -2.0533 2.1328 3.1293
C -0.4753 0.6991 2.8751
C 0.5604 0.7611 3.7834
C 1.2537 -0.3969 4.0991
C 0.6576 -1.6041 3.6932
C -0.3640 -1.5853 2.7895
N -0.8180 -0.4275 2.1666
H 0.8054 1.7074 4.2408
H 2.1363 -0.3778 4.7166
H 0.9938 -2.5411 4.1055
H -0.8532 -2.5094 2.5044
*
```

Computed properties:
- E_HOMO (alpha / beta): -6.2 / -6.2 eV
- Relative energy (zero: lowest compared OMol25 entry of this formula, charge and spin): 59.7 kcal/mol
- Largest force on an atom: 3.01 eV Å⁻¹
- Kohn-Sham gap (alpha / beta): 5.1 / 5.1 eV